1.
C15H24Cl2N3O3OsSSi | the ωB97M-V functional and the def2-TZVPD basis

Cartesian coordinates (Å):
H1 -4.27 0.45 -1.52
Os1 -0.89 -0.91 -0.18
H2 -0.47 -2.94 5.60
H3 -2.51 -0.31 2.90
C1 1.07 -2.06 -2.88
H4 -0.25 1.70 -2.76
H5 2.75 1.88 2.51
H6 0.45 4.20 0.62
H7 -4.43 2.05 -0.71
H8 -2.02 -2.31 -3.51
H9 0.60 0.91 -4.10
C2 1.12 1.60 0.37
C3 -3.77 1.36 -1.22
C4 0.41 0.87 -3.02
O1 1.87 -3.36 1.30
C5 -1.60 -1.57 4.39
H10 -1.44 -1.16 -4.70
H11 2.07 4.82 0.27
H12 1.35 -2.03 -3.94
O2 0.66 -2.00 0.02
H13 -2.27 -1.27 5.18
C6 0.25 -2.86 3.58
H14 0.74 -3.08 -2.65
H15 4.05 3.23 0.04
C7 -1.73 -1.03 3.12
H16 1.97 -1.87 -2.29
C8 2.05 2.71 0.62
C9 -0.60 -2.50 4.62
N1 0.40 0.74 0.17
H17 1.37 1.04 -2.52
C10 -1.73 -1.27 -3.66
C11 0.04 -2.27 2.35
C12 2.30 2.79 2.13
N2 -2.16 -2.17 -0.54
H18 1.19 3.93 -0.97
C13 3.35 2.41 -0.14
O3 -2.27 -4.66 -0.36
H19 3.17 2.34 -1.21
Si1 -0.28 -0.82 -2.56
H20 2.98 3.62 2.32
S1 -2.96 -3.44 -0.73
H21 1.05 -3.58 3.70
Cl1 -2.62 0.87 0.11
H22 -2.62 -0.64 -3.50
Cl2 -3.00 2.14 -2.56
C14 1.39 3.99 0.10
H23 1.38 2.98 2.68
C15 0.95 -2.61 1.19
N3 -0.92 -1.38 2.12
H24 3.81 1.49 0.21

Results
F_max, Eh/bohr: 0.008
Frontier orbital gap (spin up / spin down), eV: 6.68 / 6.54
E_LUMO (spin up / spin down), eV: -5.0 / -5.1
2S+1: 1
Net charge: +1

=====

2.
C3H3F2NO2 | the ωB97M-V functional and the def2-TZVPD basis

Cartesian coordinates (Å):
C1 0.20 -1.24 -0.09
F1 1.21 -1.53 -0.96
C2 -1.62 0.51 -0.02
H1 -0.70 -1.87 -0.36
C3 -0.17 0.19 -0.07
N1 0.56 1.24 0.07
O1 1.91 1.06 0.09
O2 -2.49 -0.32 -0.10
H2 2.23 1.96 0.20
H3 -1.74 1.59 0.06
F2 0.59 -1.61 1.17

Results
F_max, Eh/bohr: 0.030
Frontier orbital gap, eV: 10.22
E_LUMO, eV: -0.4
2S+1: 1
SMILES: O=C/C(=N/O)C(F)F
Net charge: 0

=====

3.
C35H90Cu2N4O13 | the ωB97M-V functional and the def2-TZVPD basis

Cartesian coordinates (Å):
H1 3.50 10.83 27.86
C1 -3.56 12.61 29.00
H2 -10.54 13.44 35.32
H3 -9.84 14.50 33.15
O1 5.30 11.59 32.13
H4 3.21 6.77 28.15
C2 1.00 15.73 25.25
C3 2.78 11.59 27.55
C4 -2.72 16.30 27.54
C5 4.75 10.32 31.98
H5 -2.86 9.70 30.42
O2 -0.10 9.82 30.65
C6 1.94 12.66 24.11
H6 -7.56 13.04 32.89
H7 -3.72 17.32 29.74
C7 -2.39 9.25 31.30
O3 0.01 12.41 32.21
C8 -7.73 15.09 32.96
H8 -5.71 14.76 31.46
H9 -9.70 13.96 36.77
H10 -2.94 14.66 23.69
O4 2.73 8.53 27.09
H11 -2.06 12.76 31.80
H12 -4.32 10.12 26.33
H13 -5.32 10.67 34.56
C9 -1.86 8.00 26.40
H14 2.20 9.05 29.02
H15 2.26 18.81 25.14
H16 4.38 8.03 28.15
H17 0.77 9.93 26.55
H18 -3.49 12.33 23.87
H19 0.23 13.90 26.01
H20 -1.60 11.79 33.23
C10 -3.76 16.23 29.69
H21 1.93 15.34 24.83
H22 -0.10 9.95 28.08
H23 1.52 13.18 33.47
H24 -2.48 9.96 32.12
N1 -0.37 15.56 27.32
O5 -4.69 12.27 33.47
C11 -5.94 13.80 31.94
H25 -6.55 11.32 33.54
H26 3.10 12.52 28.03
H27 -4.01 14.00 32.81
H28 -2.14 12.56 27.46
C12 6.49 11.55 32.88
Cu1 -0.57 15.15 29.58
H29 -1.69 16.04 25.73
H30 2.80 10.70 25.58
H31 -1.85 7.59 24.48
H32 3.71 10.53 30.04
H33 -5.23 14.23 33.99
C13 -2.71 6.74 26.51
C14 1.96 11.26 32.78
H34 -3.75 12.40 30.06
H35 1.93 11.67 23.64
H36 -1.98 14.51 26.60
H37 -2.06 10.96 25.17
H38 -1.19 11.47 23.79
H39 5.46 9.59 31.57
H40 -9.44 16.02 33.85
H41 7.29 11.02 32.36
H42 0.09 16.47 27.18
H43 -6.96 15.54 33.59
H44 1.44 14.65 27.03
H45 4.16 7.03 26.69
H46 -0.90 12.27 25.40
H47 -0.82 7.83 26.68
H48 -1.34 13.56 33.24
C15 -5.31 10.53 26.13
H49 -1.22 7.78 28.99
O6 -2.62 15.85 28.88
O7 -1.90 8.39 25.01
H50 6.88 12.56 33.04
H51 -6.07 12.24 35.02
H52 -5.87 9.96 26.88
C16 -4.99 13.61 33.12
H53 -4.63 15.89 29.13
C17 -5.72 11.61 34.20
C18 0.90 9.99 27.63
H54 -3.70 16.07 27.11
H55 0.80 11.89 27.45
H56 -3.86 13.65 28.86
N2 2.58 11.51 31.46
Cu2 0.73 11.87 30.16
H57 2.39 17.49 24.01
H58 -6.98 10.74 24.74
N3 -7.35 13.84 32.32
O8 -2.24 14.03 23.82
H59 -3.27 13.20 25.36
H60 0.05 7.20 29.98
C19 -5.94 10.40 24.75
H61 -3.72 6.92 26.16
H62 -6.68 8.77 23.89
C20 1.74 8.80 28.05
H63 -2.51 17.37 27.46
C21 -9.04 15.01 33.69
H64 2.82 13.20 23.77
H65 0.57 11.89 34.19
H66 -10.60 15.15 35.81
H67 3.87 12.06 25.73
H68 1.12 7.92 28.22
H69 -5.69 13.03 31.21
C22 1.74 17.93 24.76
H70 -2.29 5.93 25.90
C23 2.89 11.70 26.03
C24 -9.97 14.26 35.76
H71 6.33 11.11 33.87
O9 1.91 12.57 25.53
C25 -2.73 12.86 24.46
H72 2.71 11.11 33.56
N4 1.41 11.32 28.04
H73 4.44 9.84 32.92
C26 0.96 12.28 33.24
C27 -0.97 8.81 30.99
H74 -3.01 8.41 31.61
O10 -1.12 12.84 29.29
H75 -5.23 11.57 26.46
H76 -0.60 8.36 31.92
C28 0.55 14.85 26.42
C29 -2.15 12.31 28.52
H77 0.31 15.70 24.40
H78 -3.67 15.76 30.66
O11 1.27 17.03 25.75
H79 -5.39 11.01 24.03
H80 1.08 13.27 23.82
H81 -2.77 6.45 27.56
H82 3.10 12.38 31.55
H83 -1.67 6.89 30.45
C30 -1.36 12.66 32.62
H84 -2.25 8.82 27.00
H85 0.87 18.40 24.28
O12 -8.80 14.44 34.97
H86 -4.28 12.01 28.44
C31 -0.96 7.60 30.04
C32 -1.64 11.86 24.70
H87 -7.86 15.82 32.16
H88 3.01 9.43 31.17
O13 -5.88 9.06 24.33
C33 3.65 7.54 27.50
C34 3.47 10.41 31.10
H89 -2.15 11.21 28.46
C35 -1.69 15.56 26.71
H90 1.46 10.29 32.72

Results
F_max, Eh/bohr: 0.046
Frontier orbital gap (spin up / spin down), eV: 6.51 / 4.57
E_LUMO (spin up / spin down), eV: -5.4 / -7.4
2S+1: 3
⟨S²⟩: 2.01
Net charge: +2

=====

4.
C2H3N3O2 | the ωB97M-V functional and the def2-TZVPD basis

Cartesian coordinates (Å):
N1 -0.92 1.03 0.08
H1 1.56 1.91 -0.35
O1 -1.06 -1.16 0.13
C1 -1.65 -0.06 0.04
N2 0.27 -0.92 0.76
C2 0.41 0.52 0.39
H2 1.23 -0.73 -0.78
O2 1.25 -1.57 -0.14
H3 -2.72 0.08 -0.29
N3 1.62 0.90 0.16

Results
F_max, Eh/bohr: 0.108
Frontier orbital gap, eV: 10.54
E_LUMO, eV: 0.2
2S+1: 1
SMILES: [H]/N=c1\ncon1O
Net charge: 0

=====

ΔE to the lowest compared entry with this formula, charge and spin across the listed records, respectively: 26.9; 51.4; 0.0; 128.0 kcal/mol.
Energy across the listed records, respectively: -2674.4828; -521.0065; -5864.8104; -392.5896 hartree.